Molecular formula: C29H32NO5
Method: DFT, ωB97M-V/def2-TZVPD

The geometry in XYZ format:
```
67
Properties=species:S:1:pos:R:3
C 0.403 4.511 -0.342
C 0.318 3.725 0.930
O 0.815 2.406 0.571
C 0.754 1.566 1.623
C 1.121 0.111 1.271
C 1.608 -0.540 2.603
O 1.321 -0.126 3.702
C 2.464 -1.818 2.534
C 3.932 -1.546 2.886
C 4.726 -0.955 1.727
C 4.419 0.534 1.478
C 3.456 0.841 0.333
C 2.179 0.025 0.153
O 0.368 1.974 2.704
H -0.047 5.493 -0.200
H 1.448 4.654 -0.634
H -0.137 3.995 -1.142
H 0.934 4.139 1.739
H -0.712 3.624 1.293
H 2.062 -2.485 3.316
H 2.361 -2.333 1.566
H 3.974 -0.869 3.751
H 4.396 -2.492 3.193
H 5.792 -1.028 1.981
H 4.564 -1.543 0.813
H 4.096 1.027 2.409
H 5.360 1.024 1.181
H 3.180 1.904 0.372
H 4.010 0.697 -0.609
H 2.391 -1.037 -0.068
H 1.694 0.400 -0.756
O 1.064 -3.049 -3.321
C -0.098 -2.859 -3.723
O -1.121 -3.548 -3.908
C -0.395 -1.343 -4.024
C -1.444 -1.125 -5.124
C -2.673 -0.763 -4.381
C -2.375 -0.621 -3.011
C -3.387 -0.342 -2.093
C -4.676 -0.107 -2.593
C -4.961 -0.216 -3.965
C -3.957 -0.566 -4.866
N -1.032 -0.899 -2.798
C -0.359 -0.885 -1.604
C -0.712 -0.195 -0.482
C -0.176 -0.584 0.868
C -1.236 -0.404 1.965
C -1.413 -1.410 2.915
C -2.262 -1.209 4.011
C -2.968 -0.001 4.122
C -2.906 0.940 3.092
C -2.057 0.722 2.001
H 0.550 -0.829 -4.213
H -1.125 -0.315 -5.787
H -1.583 -2.012 -5.742
H -3.169 -0.339 -1.025
H -5.476 0.163 -1.910
H -5.968 -0.020 -4.336
H -4.124 -0.674 -5.937
H 0.561 -1.478 -1.607
H -1.445 0.606 -0.539
H 0.063 -1.661 0.799
H -0.875 -2.350 2.789
H -2.356 -1.992 4.766
H -3.592 0.193 4.997
H -3.503 1.861 3.115
H -2.061 1.433 1.169
```

Properties
E: -1555.2834 Eh
HOMO: -3.81 eV
HOMO-LUMO gap: 0.236 Eh
net charge: -1
LUMO: 0.0957 Eh
SMILES string: CCOC(=O)[C@@]1([C@H](/C=C/N2c3ccccc3C[C@@H]2C(=O)[O-])c2ccccc2)CCCCCCC1=O

natural (NBO) population analysis, charges in e, atoms 1 to 8: number 1, C, carries -0.625; number 2, C, carries -0.070; number 3, O, carries -0.531; number 4, C, carries 0.815; number 5, C, carries -0.224; number 6, C, carries 0.640; number 7, O, carries -0.527; number 8, C, carries -0.526

Molecular formula: C29H33AuI2N3OS2Sb
Method: DFT, ωB97M-V/def2-TZVPD

The geometry in XYZ format:
```
72
Properties=species:S:1:pos:R:3
Au 0.699 0.061 0.600
I -3.297 -3.533 0.373
C -2.122 -2.930 1.978
C -2.399 -3.435 3.263
C -1.665 -3.047 4.350
I -2.174 -3.809 6.228
C -0.596 -2.137 4.192
C 0.242 -1.681 5.236
C 1.263 -0.815 4.978
C 1.472 -0.375 3.661
N 0.708 -0.775 2.672
C -0.324 -1.642 2.895
C -1.111 -2.004 1.738
O -0.865 -1.475 0.575
H -3.213 -4.137 3.387
H 0.062 -2.031 6.246
H 1.914 -0.465 5.768
H 2.277 0.310 3.411
S 0.375 0.757 -1.665
C 1.484 2.105 -1.787
C 1.570 2.756 -3.022
C 2.372 3.866 -3.200
C 2.401 4.528 -4.488
N 2.407 5.051 -5.513
C 3.120 4.343 -2.112
C 3.054 3.696 -0.895
C 2.247 2.565 -0.701
S 2.249 1.822 0.878
C 3.960 5.516 -2.252
N 4.633 6.443 -2.363
H 0.984 2.389 -3.858
H 3.646 4.067 -0.067
C -0.836 4.664 -1.470
C -1.747 4.342 -0.287
C -1.051 4.735 1.014
C -3.091 5.051 -0.447
Sb -1.973 2.155 -0.181
C -3.317 1.468 -1.758
C -3.225 -0.060 -1.746
C -4.747 1.933 -1.479
C -2.817 2.034 -3.084
C -2.964 1.700 1.730
C -1.856 1.710 2.779
C -3.543 0.291 1.591
C -4.056 2.711 2.064
H -0.621 5.743 -1.463
H -1.292 4.428 -2.434
H 0.122 4.140 -1.402
H -0.831 5.812 0.984
H -0.102 4.206 1.149
H -1.674 4.555 1.892
H -2.904 6.135 -0.496
H -3.774 4.874 0.382
H -3.592 4.774 -1.377
H -3.726 -0.500 -0.883
H -2.196 -0.431 -1.753
H -3.721 -0.448 -2.649
H -5.122 1.570 -0.519
H -5.407 1.525 -2.259
H -4.851 3.018 -1.503
H -1.792 1.730 -3.302
H -2.878 3.125 -3.122
H -3.458 1.642 -3.887
H -1.099 0.949 2.572
H -2.299 1.483 3.762
H -1.349 2.675 2.855
H -2.827 -0.425 1.172
H -4.442 0.278 0.968
H -3.828 -0.074 2.589
H -3.652 3.694 2.316
H -4.597 2.345 2.949
H -4.788 2.828 1.262
```

Properties
E: -3132.0394 Eh
expectation value of S²: 2.01
HOMO (spin up / spin down): -7.51 / -7.85 eV
HOMO-LUMO gap (spin up / spin down): 0.255 / 0.206 Eh
multiplicity: 3
LUMO (spin up / spin down): -0.0212 / -0.0824 Eh

Mulliken population analysis, charges in e, atoms 1 to 8: number 1, Au, carries 0.899; number 2, I, carries 0.061; number 3, C, carries -0.076; number 4, C, carries -0.436; number 5, C, carries -0.340; number 6, I, carries 0.074; number 7, C, carries 1.208; number 8, C, carries -0.742

Molecular formula: C29H33Br2CeN7O6
Method: DFT, ωB97M-V/def2-TZVPD

The geometry in XYZ format:
```
78
Properties=species:S:1:pos:R:3
Ce 0.259 -0.353 -0.438
C 3.198 1.539 -0.093
O 1.946 1.269 0.571
C 1.446 2.234 1.440
C 2.192 3.344 1.796
C 1.660 4.277 2.673
C 0.386 4.096 3.186
C -0.353 2.983 2.819
C 0.161 2.041 1.943
N -0.582 0.859 1.531
N -1.705 0.785 2.085
C -2.668 -0.163 1.849
C -2.582 -1.222 0.931
O -1.506 -1.424 0.243
C -3.707 -2.069 0.729
C -4.860 -1.852 1.405
C -4.999 -0.799 2.364
C -6.211 -0.616 3.065
C -6.332 0.377 3.996
C -5.228 1.212 4.252
C -4.043 1.052 3.582
C -3.900 0.041 2.609
H 3.134 2.477 -0.637
H 3.338 0.727 -0.800
H 4.003 1.554 0.639
H 3.186 3.492 1.402
H 2.248 5.141 2.951
H -0.038 4.821 3.866
H -1.351 2.840 3.207
H -3.605 -2.870 0.009
H -5.714 -2.497 1.227
H -7.042 -1.282 2.858
H -7.258 0.515 4.537
H -5.312 1.995 4.996
H -3.205 1.694 3.807
C -3.957 1.139 -1.276
C -2.679 1.669 -1.827
N -1.461 1.179 -1.663
C -0.611 2.018 -2.378
C -1.328 3.013 -2.961
N -2.624 2.767 -2.607
C -1.066 4.196 -3.836
O 0.192 4.540 -4.046
O -2.011 4.801 -4.271
C 0.839 1.725 -2.505
O 1.621 2.614 -2.803
O 1.156 0.483 -2.246
H -3.762 0.295 -0.623
H -4.610 0.807 -2.084
H -4.485 1.903 -0.705
H -3.390 3.344 -2.928
H 0.800 3.933 -3.553
Br 0.449 -3.405 1.514
C -0.081 -4.641 0.129
Br -0.837 -3.959 -1.519
H -0.834 -5.275 0.571
H 0.807 -5.193 -0.142
C 5.520 -1.740 -0.571
N 4.148 -2.156 -0.267
C 3.696 -1.849 1.084
C 3.241 -2.382 -1.258
N 1.988 -2.047 -1.110
N 3.724 -2.958 -2.398
C 2.938 -2.884 -3.619
C 4.705 -4.039 -2.350
H 5.665 -0.700 -0.268
H 5.717 -1.811 -1.635
H 6.242 -2.356 -0.036
H 4.506 -1.339 1.603
H 3.444 -2.748 1.644
H 2.832 -1.185 1.092
H 1.450 -2.412 -1.893
H 2.155 -3.652 -3.657
H 3.600 -3.035 -4.470
H 2.486 -1.898 -3.716
H 5.060 -4.184 -1.334
H 5.557 -3.829 -2.997
H 4.242 -4.970 -2.686
```

Properties
E: -7582.7579 Eh
expectation value of S²: 0.75
HOMO (spin up / spin down): -10.32 / -10.33 eV
HOMO-LUMO gap (spin up / spin down): 0.252 / 0.252 Eh
net charge: +1
multiplicity: 2
LUMO (spin up / spin down): -0.1271 / -0.1272 Eh

Mulliken population analysis, charges in e, atoms 1 to 8: number 1, Ce, carries -0.049; number 2, C, carries -1.280; number 3, O, carries 0.494; number 4, C, carries 0.430; number 5, C, carries -0.814; number 6, C, carries -0.819; number 7, C, carries -1.019; number 8, C, carries -0.429

Molecular formula: C29H33Br2N3NaOS5
Method: DFT, ωB97M-V/def2-TZVPD

The geometry in XYZ format:
```
74
Properties=species:S:1:pos:R:3
Na 0.175 0.537 -0.459
C 3.914 0.367 1.702
C 3.499 -1.055 2.100
C 3.934 -2.032 1.007
C 2.015 -1.157 2.430
C 1.412 -0.226 3.275
C 0.083 -0.352 3.651
C -0.694 -1.414 3.203
C -2.121 -1.597 3.651
C -0.103 -2.334 2.347
C 1.223 -2.203 1.964
H 4.950 0.373 1.358
H 3.832 1.067 2.531
H 3.273 0.737 0.903
H 4.040 -1.319 3.018
H 3.386 -1.830 0.082
H 3.766 -3.071 1.296
H 5.000 -1.910 0.811
H 1.980 0.619 3.641
H -0.354 0.397 4.305
H -2.531 -0.673 4.063
H -2.176 -2.360 4.432
H -2.753 -1.928 2.824
H -0.690 -3.157 1.957
H 1.635 -2.938 1.286
C 3.421 0.647 -2.307
C 2.386 -0.280 -2.874
C 2.521 -0.793 -4.183
C 1.564 -1.625 -4.687
C 0.439 -1.959 -3.903
C -0.624 -2.784 -4.334
Br -0.581 -3.603 -6.062
C -1.705 -3.032 -3.533
C -1.749 -2.469 -2.262
Br -3.257 -2.820 -1.145
C -0.734 -1.661 -1.703
O -0.792 -1.189 -0.531
C 0.389 -1.404 -2.599
N 1.360 -0.594 -2.121
H 3.826 1.301 -3.080
H 4.249 0.069 -1.885
H 2.988 1.260 -1.516
H 3.379 -0.509 -4.779
H 1.647 -2.019 -5.691
H -2.515 -3.659 -3.880
S 4.322 6.364 -2.364
C 3.170 5.268 -1.896
S 3.059 4.601 -0.313
C 1.671 3.533 -0.550
C 1.153 3.536 -1.808
S -0.170 2.622 -2.422
S 1.977 4.609 -2.949
S 1.178 2.616 0.827
C -3.587 3.138 0.832
C -2.160 2.669 0.454
N -2.192 1.252 0.099
C -2.937 1.060 -1.139
C -4.332 1.714 -1.014
N -4.536 2.048 0.433
C -4.301 0.833 1.278
C -2.796 0.472 1.162
H -3.873 4.047 0.303
H -3.705 3.303 1.904
H -1.462 2.830 1.272
H -1.767 3.217 -0.403
H -3.033 -0.008 -1.323
H -2.378 1.511 -1.955
H -5.135 1.046 -1.326
H -4.398 2.642 -1.582
H -5.489 2.368 0.569
H -4.938 0.036 0.895
H -4.598 1.068 2.300
H -2.676 -0.586 0.928
H -2.263 0.676 2.091
```

Properties
E: -8665.7732 Eh
HOMO: -2.93 eV
HOMO-LUMO gap: 0.143 Eh
net charge: -1
LUMO: 0.0358 Eh

Mulliken population analysis, charges in e, atoms 1 to 8: number 1, Na, carries 0.613; number 2, C, carries -1.157; number 3, C, carries 0.963; number 4, C, carries -1.704; number 5, C, carries 0.355; number 6, C, carries -0.508; number 7, C, carries -0.721; number 8, C, carries 0.894

Molecular formula: C29H33F7O27
Method: DFT, ωB97M-V/def2-TZVPD

The geometry in XYZ format:
```
96
Properties=species:S:1:pos:R:3
C -3.526 -8.233 10.192
C -4.094 -7.024 9.490
C -4.870 -7.278 8.177
O -6.000 -6.391 8.285
C -6.060 -5.894 9.541
O -6.819 -5.052 9.885
O -5.189 -6.568 10.315
H -2.842 -7.853 10.956
H -2.844 -8.810 9.563
H -4.283 -8.862 10.647
H -3.342 -6.248 9.356
H -5.183 -8.327 8.224
H -4.467 -7.023 7.200
C -1.269 -2.739 8.117
C -2.692 -2.826 7.593
C -2.988 -1.997 6.357
O -3.998 -2.819 5.719
C -3.814 -4.097 6.103
O -4.330 -5.033 5.579
O -2.898 -4.159 7.093
H -0.641 -2.930 7.242
H -1.092 -3.447 8.918
H -1.026 -1.722 8.427
H -3.404 -2.616 8.395
H -2.160 -1.988 5.655
H -3.439 -1.050 6.630
C -3.794 0.009 2.226
C -2.381 -0.531 2.384
O -2.194 -1.021 1.075
C -2.764 -0.114 0.224
O -2.556 -0.002 -0.928
O -3.733 0.572 0.908
F -2.397 -1.487 3.356
H -4.141 0.837 2.848
H -4.545 -0.775 2.368
H -1.691 0.270 2.656
C -5.348 -0.515 12.199
C -4.357 -1.284 11.344
O -3.117 -0.796 11.727
C -3.286 0.404 12.379
O -2.394 1.081 12.755
O -4.594 0.649 12.554
F -4.514 -0.953 10.018
H -5.653 -1.011 13.120
H -6.256 -0.228 11.674
H -4.445 -2.358 11.490
C 0.661 -1.332 4.762
C 1.662 -0.660 3.812
O 2.202 0.375 4.567
C 1.594 0.446 5.800
O 1.917 1.212 6.637
O 0.543 -0.391 5.826
F 1.011 -0.067 2.750
H 1.184 -2.223 5.129
H -0.324 -1.602 4.406
H 2.411 -1.343 3.421
C -1.414 -7.178 6.722
C -0.976 -7.746 5.374
O 0.418 -7.774 5.445
C 0.819 -6.934 6.444
O 1.930 -6.753 6.798
O -0.274 -6.391 7.029
F -1.349 -6.801 4.443
H -1.618 -7.898 7.519
H -2.318 -6.591 6.582
H -1.395 -8.707 5.093
C 0.795 -5.198 11.293
C 0.188 -5.948 10.119
O -1.205 -5.725 10.250
C -1.452 -4.889 11.300
O -2.534 -4.440 11.485
O -0.328 -4.613 11.964
F 0.403 -7.282 10.211
H 1.601 -4.526 11.008
H 1.204 -5.892 12.029
H 0.408 -5.544 9.135
C -5.568 -7.836 4.535
C -6.084 -8.327 3.174
O -5.295 -9.474 2.988
C -4.139 -9.345 3.702
O -3.199 -10.057 3.597
O -4.220 -8.262 4.489
F -5.920 -7.428 2.181
H -6.180 -8.341 5.288
H -5.656 -6.771 4.723
H -7.117 -8.654 3.255
C -3.678 -4.691 2.210
C -2.318 -4.887 1.506
O -2.603 -4.609 0.183
C -3.735 -3.831 0.093
O -3.966 -3.145 -0.836
O -4.426 -3.931 1.252
F -1.823 -6.142 1.600
H -3.510 -4.109 3.114
H -4.272 -5.572 2.443
H -1.618 -4.185 1.968
```

Properties
E: -3855.5391 Eh
HOMO: -11.26 eV
HOMO-LUMO gap: 0.410 Eh
LUMO: -0.0040 Eh
SMILES string: O=C1OC[C@@H](F)O1.O=C1OC[C@@H](F)O1.O=C1OC[C@@H](F)O1.O=C1OC[C@@H](F)O1.O=C1OC[C@@H](F)O1.O=C1OC[C@@H](F)O1.O=C1OC[C@@H](F)O1.C[C@H]1COC(=O)O1.C[C@H]1COC(=O)O1

Mulliken population analysis, charges in e, atoms 1 to 8: number 1, C, carries -1.695; number 2, C, carries 1.615; number 3, C, carries 0.608; number 4, O, carries -0.374; number 5, C, carries 0.531; number 6, O, carries -0.551; number 7, O, carries -0.427; number 8, H, carries 0.302

Molecular formula: C29H33MnNO5PS
Method: DFT, ωB97M-V/def2-TZVPD

The geometry in XYZ format:
```
71
Properties=species:S:1:pos:R:3
Mn 0.068 0.487 -0.355
C -1.246 4.479 -2.794
C -1.244 3.544 -1.588
C -2.262 3.964 -0.535
C 0.174 3.432 -1.015
C 0.724 4.726 -0.404
O 0.761 4.463 1.008
C 0.520 3.136 1.165
N 0.225 2.485 0.115
C 0.608 2.663 2.564
C 0.686 3.655 3.547
C 0.724 3.328 4.888
C 0.678 1.996 5.267
C 0.606 1.011 4.298
C 0.583 1.311 2.936
P 0.487 -0.058 1.696
C 2.067 -0.945 1.966
C 3.089 -0.561 2.824
C 4.253 -1.320 2.917
C 4.397 -2.467 2.156
C 3.384 -2.846 1.281
C 2.232 -2.086 1.176
C -0.686 -1.183 2.554
C -2.029 -1.058 2.210
C -2.979 -1.899 2.775
C -2.594 -2.867 3.688
C -1.256 -2.992 4.041
C -0.307 -2.157 3.472
H -2.231 4.489 -3.263
H -0.520 4.161 -3.546
H -1.009 5.510 -2.511
H -1.524 2.542 -1.917
H -2.022 4.940 -0.099
H -2.317 3.216 0.256
H -3.254 4.034 -0.983
H 0.841 3.053 -1.792
H 0.087 5.593 -0.568
H 1.739 4.953 -0.732
H 0.707 4.692 3.246
H 0.778 4.112 5.633
H 0.697 1.722 6.315
H 0.562 -0.026 4.603
H 2.993 0.336 3.422
H 5.045 -1.007 3.587
H 5.301 -3.059 2.231
H 3.501 -3.730 0.665
H 1.449 -2.366 0.478
H -2.322 -0.318 1.474
H -4.016 -1.808 2.477
H -3.332 -3.535 4.115
H -0.949 -3.751 4.752
H 0.739 -2.281 3.729
O -3.674 -0.404 -1.432
C -2.487 -0.315 -1.180
O -1.920 0.657 -0.544
C -1.478 -1.443 -1.612
O -1.857 -2.409 -2.255
O -0.265 -1.234 -1.219
C 2.049 0.577 -0.907
H 2.763 1.105 -0.257
H 2.108 1.061 -1.898
H 2.438 -0.437 -1.052
C 0.177 -5.696 1.642
S -0.701 -4.405 0.743
C -0.028 -4.718 -0.897
H -0.080 -6.689 1.269
H -0.114 -5.627 2.690
H 1.258 -5.553 1.572
H 1.057 -4.595 -0.892
H -0.471 -3.981 -1.569
H -0.282 -5.724 -1.236
```

Properties
E: -3446.4648 Eh
expectation value of S²: 0.77
HOMO (spin up / spin down): -4.51 / -3.87 eV
HOMO-LUMO gap (spin up / spin down): 0.256 / 0.231 Eh
net charge: -1
multiplicity: 2
LUMO (spin up / spin down): 0.0905 / 0.0893 Eh

Mulliken population analysis, charges in e, atoms 1 to 8: number 1, Mn, carries 0.185; number 2, C, carries -1.612; number 3, C, carries 0.901; number 4, C, carries -1.417; number 5, C, carries -0.508; number 6, C, carries -0.869; number 7, O, carries -0.493; number 8, C, carries 0.426